170
Properties=species:S:1:pos:R:3 method="wB97M-V/def2-TZVPD" spin_multiplicity=1 gap_ha=0.1709 relative_energy_kcal_mol=8.0 charge=-2
Cs -0.937 0.116 0.516
C 2.666 2.421 -2.501
C 2.498 0.944 -2.340
C 3.465 0.280 -1.390
C 3.530 -1.182 -1.683
N 2.581 -1.840 -2.213
N 1.412 -1.137 -2.557
B 0.320 -1.984 -2.605
N -0.820 -1.815 -3.582
N -0.336 -1.816 -4.833
C -1.143 -1.608 -5.811
C -2.543 -1.419 -5.571
C -3.041 -1.512 -4.322
C -4.486 -1.314 -4.010
C -2.118 -1.771 -3.232
S -2.592 -1.937 -1.636
C -0.549 -1.448 -7.197
C 0.951 -1.720 -7.167
C -0.781 0.008 -7.619
C -1.232 -2.401 -8.184
N 0.347 -3.365 -1.963
N -0.140 -4.263 -2.839
C -0.249 -5.505 -2.513
C 0.164 -5.951 -1.223
C 0.649 -5.065 -0.327
C 1.095 -5.484 1.036
C 0.728 -3.652 -0.682
S 1.239 -2.518 0.420
C -0.852 -6.396 -3.595
C 0.010 -6.294 -4.857
C -2.262 -5.885 -3.905
C -0.928 -7.855 -3.150
C 1.440 0.284 -2.836
S 0.082 0.959 -3.687
C 4.818 -1.959 -1.415
C 5.435 -1.562 -0.068
C 4.564 -3.463 -1.409
C 5.801 -1.613 -2.543
H 3.723 2.667 -2.657
H 2.340 2.954 -1.600
H 2.069 2.796 -3.332
H 4.470 0.687 -1.565
H -3.203 -1.198 -6.401
H -5.060 -1.187 -4.928
H -4.608 -0.434 -3.376
H -4.872 -2.159 -3.438
H 1.449 -1.054 -6.465
H 1.359 -1.564 -8.168
H 1.164 -2.743 -6.855
H -0.328 0.685 -6.893
H -1.845 0.241 -7.685
H -0.336 0.188 -8.601
H -1.134 -3.439 -7.857
H -0.769 -2.310 -9.170
H -2.294 -2.180 -8.295
H 0.088 -6.997 -0.958
H 1.032 -6.567 1.142
H 0.487 -5.003 1.804
H 2.116 -5.147 1.223
H 0.097 -5.256 -5.175
H -0.443 -6.875 -5.665
H 1.016 -6.679 -4.678
H -2.230 -4.845 -4.231
H -2.902 -5.934 -3.023
H -2.712 -6.490 -4.696
H 0.058 -8.265 -2.926
H -1.362 -8.455 -3.953
H -1.560 -7.979 -2.268
H 4.788 -1.845 0.763
H 5.626 -0.492 0.007
H 6.389 -2.083 0.056
H 3.869 -3.726 -0.610
H 5.510 -3.987 -1.241
H 4.133 -3.801 -2.351
H 6.004 -0.542 -2.580
H 5.392 -1.912 -3.510
H 6.750 -2.132 -2.386
C 2.647 -1.854 4.141
Si 2.581 0.032 4.350
C 4.308 0.618 3.857
C 2.442 0.289 6.221
N 1.322 0.673 3.461
P 0.722 2.152 3.263
C -0.050 2.401 1.832
P -1.396 3.243 1.365
N -1.992 2.692 -0.016
Si -3.138 3.327 -1.065
C -2.439 4.643 -2.213
C -4.675 4.116 -0.284
C -3.770 1.940 -2.173
C -1.099 5.065 1.120
C -2.000 6.089 1.395
C -1.716 7.411 1.068
C -0.521 7.729 0.441
C 0.384 6.714 0.147
C 0.097 5.404 0.487
C -2.795 3.200 2.587
C -3.719 2.161 2.462
C -4.750 1.997 3.375
C -4.896 2.894 4.427
C -4.000 3.944 4.555
C -2.959 4.088 3.646
C 2.161 3.324 3.468
C 2.826 3.706 2.305
C 3.975 4.479 2.353
C 4.476 4.914 3.573
C 3.820 4.554 4.743
C 2.684 3.757 4.684
C -0.230 2.495 4.820
C -0.201 3.710 5.498
C -0.899 3.895 6.685
C -1.681 2.871 7.197
C -1.749 1.662 6.515
C -1.015 1.476 5.355
H 3.669 -2.229 4.237
H 2.278 -2.138 3.153
H 2.038 -2.371 4.887
H 5.065 -0.022 4.323
H 4.503 1.651 4.146
H 4.429 0.553 2.773
H 3.193 -0.303 6.755
H 1.453 -0.006 6.579
H 2.589 1.337 6.490
H -2.129 5.531 -1.654
H -3.176 4.951 -2.961
H -1.564 4.244 -2.730
H -4.423 5.040 0.240
H -5.173 3.457 0.429
H -5.388 4.365 -1.077
H -2.937 1.556 -2.770
H -4.564 2.274 -2.848
H -4.150 1.110 -1.571
H -2.951 5.860 1.862
H -2.436 8.188 1.297
H -0.298 8.756 0.178
H 1.316 6.947 -0.355
H 0.795 4.609 0.254
H -3.636 1.492 1.613
H -5.451 1.180 3.253
H -5.705 2.776 5.140
H -4.096 4.644 5.376
H -2.264 4.908 3.767
H 2.416 3.367 1.360
H 4.479 4.750 1.432
H 5.368 5.529 3.613
H 4.199 4.883 5.704
H 2.202 3.469 5.611
H 0.383 4.531 5.096
H -0.845 4.848 7.199
H -2.241 3.016 8.114
H -2.367 0.857 6.898
H -1.023 0.516 4.853
C 3.085 0.585 0.090
H 2.048 0.905 0.110
H 3.197 -0.269 0.753
H 3.681 1.405 0.496
C -3.332 -1.486 4.230
P -2.280 -2.201 2.957
C -2.750 -3.939 2.846
C -0.616 -2.201 3.603
O -2.434 -1.502 1.643
H -3.157 -1.942 5.206
H -4.376 -1.619 3.942
H -3.134 -0.414 4.291
H -2.557 -4.474 3.777
H -2.170 -4.390 2.039
H -3.807 -4.010 2.588
H -0.588 -2.639 4.602
H -0.196 -1.186 3.628
H 0.015 -2.778 2.924